Record 1
This record from the Open Molecules 2025 dataset describes a single C12H16N2 molecule at a distorted geometry. The level of theory is ωB97M-V/def2-TZVPD.

Last column: Löwdin charge in e.
Element x y z (Å)
C 1.6004 -2.5449 0.4553  -0.04
N 1.4269 -1.1714 -0.1311  -0.15
C 2.7297 -0.4691 -0.2430  -0.18
C 2.4092 1.0208 -0.4395  -0.11
C 0.8928 1.0300 -0.6478  -0.20
C -0.0885 2.3038 -0.2286  -0.09
C -1.2234 1.9489 0.6855  -0.18
C -1.7965 0.6938 0.2218  -0.20
C -3.1755 0.3888 0.0087  -0.05
C -3.6573 -0.7719 -0.4205  -0.16
N -2.8480 -1.8854 -0.4515  0.05
C -1.5705 -1.7050 -0.2286  -0.08
C -1.0139 -0.4379 0.2656  -0.06
C 0.4978 -0.1315 0.2316  -0.29
H 1.2799 -3.3037 -0.1934  0.05
H 0.9040 -2.6516 1.2221  0.05
H 2.6421 -2.6318 0.8319  0.09
H 3.2948 -0.6798 0.7008  0.12
H 3.2795 -0.9499 -0.9207  0.07
H 2.9042 1.3215 -1.3266  0.09
H 2.8753 1.4873 0.4461  0.12
H 0.6002 0.8106 -1.6628  0.14
H 0.5119 3.1817 0.1907  0.13
H -0.4734 2.6623 -1.1781  0.10
H -1.0221 1.7905 1.6732  0.09
H -2.0532 2.6914 0.7797  0.14
H -3.8965 1.2511 -0.0865  0.12
H -4.7478 -0.8840 -0.5595  0.11
H -0.9358 -2.6089 -0.3343  0.11
H 0.6537 0.2445 1.3394  0.18

The net charge is 0. The energy is -15681.4186 eV. Its spin multiplicity is 1. The HOMO-LUMO gap comes out at 0.332 Ha. The calculation puts the HOMO energy at -8.136 eV. The value obtained for the energy relative to the best compared isomer or geometry (same formula, charge and spin) is 61.8 kcal per mole.


Record 2
This record from the Open Molecules 2025 dataset describes 2 unconnected molecules or ions with the total composition C3H10BN at a distorted geometry. The level of theory is ωB97M-V/def2-TZVPD.

Last column: Löwdin charge in e.
Element x y z (Å)
B -0.1315 0.0399 0.6349  -0.29
C -0.2190 0.8865 1.9532  -0.09
C -0.4696 1.5878 -1.6310  0.05
C 0.6431 -1.7849 -0.8857  -0.07
N 0.2969 -1.2524 0.4718  -0.01
H -0.7036 0.4415 2.8913  0.06
H -0.7831 1.7923 1.8178  0.02
H 0.8622 1.0918 2.3188  0.08
H -1.3125 1.9699 -1.1968  -0.04
H -0.7147 0.6071 -2.1256  0.01
H 0.3815 2.1307 -1.9080  -0.01
H 0.0712 -2.6689 -0.9732  0.06
H 0.3343 -0.9481 -1.5547  0.05
H 1.6847 -2.0230 -1.0293  0.07
H 0.0602 -1.8702 1.2164  0.10

The net charge is 0. The energy is -5434.9854 eV. Its spin multiplicity is 3. The HOMO-LUMO gap (spin up / spin down) comes out at 0.231 / 0.347 Ha. The calculation puts the HOMO energy (spin up / spin down) at -5.368 / -10.019 eV. The value obtained for the energy relative to the best compared isomer or geometry (same formula, charge and spin) is 0.0 kcal per mole.


Record 3
This record from the Open Molecules 2025 dataset describes a molecular structure, C17H39OP3ReS at a distorted geometry. The level of theory is ωB97M-V/def2-TZVPD.

Last column: Löwdin charge in e.
Element x y z (Å)
Re -0.0244 -0.0419 1.3241  1.09
P -1.4903 1.7274 1.3902  0.72
P -1.5887 -1.3966 2.5406  0.73
P 1.6754 1.2779 0.4267  0.69
H -1.7957 -1.3129 -0.3038  0.06
C -0.7939 -0.8826 -0.3619  -0.36
C 0.3182 -1.7438 0.1310  -0.23
H 0.0431 -2.7284 0.5160  0.07
C -2.6087 1.9254 -0.0528  -0.19
C -2.7144 1.8975 2.7698  -0.20
C -0.8254 3.4396 1.5625  -0.19
C -1.2251 -3.1920 2.7096  -0.20
C -1.8465 -1.0098 4.3215  -0.21
C -3.3093 -1.5004 1.8828  -0.19
C 3.1589 0.3349 -0.0762  -0.22
C 2.4934 2.4549 1.5718  -0.21
C 1.3008 2.3486 -1.0234  -0.23
H -0.6322 -0.3125 -1.2824  0.03
H 1.2691 -1.7447 -0.4108  0.05
H -3.2204 2.8276 0.0887  0.09
H -3.2708 1.0553 -0.1426  0.07
H -2.0258 2.0298 -0.9759  0.06
H -3.3174 2.7974 2.5838  0.09
H -2.1916 2.0353 3.7251  0.06
H -3.3878 1.0390 2.8477  0.03
H -1.6722 4.1313 1.6591  0.10
H -0.2300 3.7346 0.6959  0.04
H -0.2168 3.5208 2.4710  0.06
H -2.0779 -3.6952 3.1892  0.09
H -0.3338 -3.3233 3.3376  0.08
H -1.0480 -3.6571 1.7346  0.05
H -2.7410 -1.5349 4.6824  0.09
H -1.9812 0.0625 4.4964  0.03
H -0.9789 -1.3654 4.8922  0.07
H -3.8047 -2.3477 2.3771  0.09
H -3.3077 -1.6888 0.8042  0.05
H -3.8883 -0.5912 2.0758  0.05
H 3.9273 1.0426 -0.4146  0.09
H 2.9427 -0.3682 -0.8894  -0.01
H 3.5372 -0.2180 0.7942  0.08
H 3.1980 3.0705 0.9990  0.09
H 3.0477 1.8895 2.3303  0.07
H 1.7712 3.1101 2.0671  0.03
H 2.2096 2.4378 -1.6317  0.08
H 0.9782 3.3436 -0.7023  0.05
H 0.5134 1.9071 -1.6461  0.01
C 1.6609 -1.1565 -4.4904  -0.51
C 1.1177 -0.6032 -5.6694  -0.03
C 1.3198 -1.2371 -6.8994  0.04
C 2.0572 -2.4256 -6.9717  0.09
C 2.6167 -2.9628 -5.8069  0.03
C 2.4277 -2.3339 -4.5745  -0.03
S 1.4383 -0.3296 -2.9685  0.97
H 0.8703 -1.2621 -2.1139  -0.08
H 0.5447 0.3178 -5.5852  0.13
H 0.9064 -0.8054 -7.8159  0.15
H 2.2012 -2.9193 -7.9348  0.16
H 3.2084 -3.8763 -5.8671  0.15
H 2.8577 -2.7270 -3.6586  0.13
O 0.9312 0.5142 3.3718  -0.12
H 0.5356 1.1329 4.0095  0.12
H 1.4710 -0.1117 3.8912  0.13

The net charge is +4. The energy is -61096.6518 eV. Its spin multiplicity is 4. The HOMO-LUMO gap (spin up / spin down) comes out at 0.195 / 0.195 Ha. The calculation puts the HOMO energy (spin up / spin down) at -20.610 / -20.596 eV. The value obtained for the energy relative to the best compared isomer or geometry (same formula, charge and spin) is 0.0 kcal per mole.


Record 4
This record from the Open Molecules 2025 dataset describes 7 unconnected molecules or ions with the total composition C31H77BClN4O10S7 at a distorted geometry. The level of theory is ωB97M-V/def2-TZVPD.

Last column: Löwdin charge in e.
Element x y z (Å)
C 0.8077 -3.8445 -0.2938  -0.14
N 0.1118 -2.6399 0.1301  -0.11
C 0.1284 -1.5803 -0.8960  -0.13
B 0.1352 -0.0767 -0.1762  -0.81
C -0.8508 -0.0572 1.1173  -0.08
C -2.3048 -0.3241 0.6825  -0.19
C -3.0852 0.9581 0.3799  -0.19
C -3.9792 1.4601 1.5295  -0.17
C -5.3002 1.9914 1.0284  -0.18
O -5.0432 3.1327 0.1727  -0.04
C -5.9345 3.2601 -0.8517  -0.51
C -5.4437 2.7533 -2.1852  0.02
O -7.0315 3.7901 -0.7178  0.08
O 1.5915 0.2308 0.0545  -0.05
C 2.0028 1.3798 -0.6658  -0.25
C 2.4217 2.3970 0.3885  -0.13
C 3.0462 3.7180 -0.1103  -0.27
C 4.3689 4.0084 0.6033  -0.56
S 4.9036 5.7471 0.4255  0.66
C 0.7672 1.6746 -1.6387  -0.41
C 1.1481 0.8769 -2.9194  -0.12
C 0.1346 0.7865 -4.0801  -0.64
C 0.4969 1.6395 -5.3130  -0.12
Cl -1.5723 1.1490 -3.6341  0.68
C 0.5434 3.1201 -2.0715  -0.05
C -0.2512 4.0996 -1.1792  -0.60
N -1.6448 4.1313 -1.6682  0.09
N 0.3189 5.4770 -1.2754  0.08
N -0.2956 3.7506 0.2267  0.11
O -0.2890 1.0805 -0.9998  0.00
H 1.7353 -3.6519 -0.8486  0.05
H 0.1510 -4.4094 -0.9575  0.07
H 1.0865 -4.4385 0.5680  0.04
H 0.6535 -2.2722 0.9021  0.06
H -0.6890 -1.7350 -1.6074  0.09
H 1.0830 -1.6719 -1.4375  0.07
H -0.6055 -0.7832 1.8936  0.08
H -0.8392 0.9145 1.6208  0.10
H -2.3280 -0.9396 -0.2165  0.09
H -2.8341 -0.9075 1.4392  0.10
H -2.4281 1.7535 0.0498  0.08
H -3.7492 0.7566 -0.4657  0.09
H -4.1663 0.6808 2.2641  0.11
H -3.4898 2.2972 2.0294  0.11
H -5.8414 1.2310 0.4644  0.13
H -5.9119 2.3405 1.8601  0.12
H -4.6028 2.0801 -2.0586  0.06
H -5.1103 3.5970 -2.7843  0.09
H -6.2524 2.2645 -2.7165  0.08
H 2.8979 1.0439 -1.2055  0.14
H 3.2025 1.8947 0.9678  0.11
H 1.6118 2.5699 1.0882  0.11
H 2.3561 4.5453 0.0111  0.06
H 3.3003 3.5756 -1.1601  0.10
H 4.3318 3.7337 1.6508  0.06
H 5.1465 3.4442 0.0971  0.06
H 3.7284 6.2961 0.1021  -0.17
H 1.4358 -0.1334 -2.6496  0.10
H 2.0508 1.3403 -3.3251  0.11
H 0.1177 -0.2444 -4.4180  0.09
H 0.3400 1.0862 -6.2327  0.07
H 1.5227 1.9919 -5.2590  0.07
H -0.1351 2.5247 -5.3245  0.05
H 1.5264 3.5595 -2.2355  0.10
H 0.0643 3.1460 -3.0464  0.08
H -1.6484 4.3649 -2.6561  0.06
H -2.0955 4.9139 -1.1987  0.07
H -0.2155 5.9947 -1.9588  0.05
H 1.2695 5.4584 -1.6259  0.05
H -0.1190 4.5780 0.7764  0.08
H -1.2199 3.4222 0.4641  0.07
C 2.4705 -1.3327 5.6068  -0.28
S 1.9486 -0.0509 4.4514  0.79
O 0.4874 0.1154 4.6463  -0.55
C 2.2242 -1.0292 2.9744  -0.26
H 2.3491 -0.9446 6.6168  0.04
H 1.8464 -2.2162 5.4701  0.05
H 3.5186 -1.5752 5.4291  0.04
H 1.6331 -1.9458 3.0258  0.06
H 3.2879 -1.2706 2.9205  0.05
H 1.9475 -0.4491 2.0869  0.03
C -2.5268 10.3278 -0.0106  -0.28
S -2.0705 9.1299 -1.2717  0.79
O -2.4372 7.7916 -0.7516  -0.55
C -0.2939 9.3075 -1.0593  -0.27
H -3.6123 10.3397 0.0578  0.05
H -2.0999 10.0281 0.9464  0.06
H -2.1658 11.3148 -0.3007  0.05
H -0.0253 9.0760 -0.0290  0.06
H 0.0017 10.3250 -1.3171  0.05
H 0.1933 8.6025 -1.7289  0.04
C 0.9139 -7.5178 2.1636  -0.26
S 1.3253 -6.3877 3.4953  0.79
O 1.7999 -5.1277 2.8668  -0.56
C 2.7894 -7.2798 4.0458  -0.27
H 0.0415 -7.1174 1.6518  0.06
H 1.7533 -7.5781 1.4700  0.06
H 0.6808 -8.4936 2.5848  0.03
H 3.4957 -7.3671 3.2197  0.06
H 2.4912 -8.2653 4.4039  0.04
H 3.2398 -6.7104 4.8567  0.05
C 4.4752 -1.6506 -0.2290  -0.26
S 4.9736 -2.7296 -1.5749  0.80
O 4.5885 -4.1161 -1.2107  -0.55
C 6.7423 -2.5847 -1.2626  -0.28
H 3.3848 -1.6051 -0.1927  0.04
H 4.8575 -2.0498 0.7117  0.06
H 4.8681 -0.6488 -0.4079  0.05
H 6.9600 -2.9147 -0.2465  0.05
H 7.0502 -1.5484 -1.4029  0.05
H 7.2620 -3.2209 -1.9763  0.04
C -2.2468 -8.9516 6.6594  -0.27
S -0.5503 -8.4726 6.3165  0.81
O -0.3344 -8.6782 4.8620  -0.57
C 0.2125 -9.8670 7.1576  -0.27
H -2.8980 -8.2271 6.1757  0.05
H -2.4340 -9.9460 6.2542  0.06
H -2.4161 -8.9357 7.7359  0.05
H -0.1448 -10.7987 6.7188  0.06
H -0.0285 -9.8249 8.2197  0.05
H 1.2892 -9.7859 7.0245  0.05
C -4.2900 -2.0560 -7.8005  -0.28
S -2.9072 -1.1171 -7.1313  0.78
O -1.6791 -1.9017 -7.4237  -0.56
C -3.3176 -1.3826 -5.4074  -0.28
H -4.2032 -2.0529 -8.8851  0.04
H -4.2469 -3.0801 -7.4294  0.05
H -5.2255 -1.5804 -7.5057  0.05
H -3.3519 -2.4523 -5.1973  0.06
H -4.2805 -0.9180 -5.1926  0.06
H -2.5479 -0.9041 -4.8045  -0.02

The net charge is -1. The energy is -148874.9601 eV. Its spin multiplicity is 1. The HOMO-LUMO gap comes out at 0.216 Ha. The calculation puts the HOMO energy at -4.310 eV.